# C6H12O

A single C6H12O molecule (ωB97M-V/def2-TZVPD, the Open Molecules 2025 dataset).

Results
total charge	0
E_HOMO	-9.77	eV
strongest force on any atom	0.38	eV/A
orbital gap	10.73	eV
structure (SMILES)	C[C@@H]1C[C@H]1CCO
spin multiplicity	1
energy relative to the best compared isomer or geometry (same formula, charge and spin)	161.50	kJ/mol

Bonds (Å) are listed after each position.
Element x y z (Å)
1 C -2.456 0.253 0.274  C2 1.524, H8 1.099, H9 1.094, H10 1.095
2 C -0.968 0.019 0.042  C1 1.524, C3 1.493, C4 1.532, H11 1.084
3 C -0.547 -1.392 -0.209  C2 1.493, C4 1.497, H12 1.085, H13 1.087
4 C 0.157 -0.619 0.864  C2 1.532, C3 1.497, C5 1.542, H14 1.090
5 C 1.621 -0.256 0.543  C4 1.542, C6 1.523, H15 1.099, H16 1.095
6 C 1.817 1.009 -0.281  C5 1.523, O7 1.424, H17 1.096, H18 1.099
7 O 1.727 0.658 -1.658  C6 1.424, H19 0.962
8 H -2.959 -0.149 -0.617  C1 1.099
9 H -2.898 -0.255 1.136  C1 1.094
10 H -2.722 1.313 0.323  C1 1.095
11 H -0.582 0.768 -0.639  C2 1.084
12 H 0.013 -1.625 -1.108  C3 1.085
13 H -1.267 -2.141 0.111  C3 1.087
14 H -0.011 -0.920 1.898  C4 1.090
15 H 2.062 -1.070 -0.050  C5 1.099
16 H 2.223 -0.195 1.455  C5 1.095
17 H 1.044 1.738 -0.013  C6 1.096
18 H 2.792 1.469 -0.069  C6 1.099
19 H 1.248 1.345 -2.131  O7 0.962